Entry 1:
90
Properties=species:S:1:pos:R:3:forces:R:3:lowdin_charge:R:1 method="wB97M-V/def2-TZVPD" energy_ha=-2427.1487 total_charge=-1 e_homo_ev=-3.913 homo_lumo_gap_ha=0.19303 largest_force_ev_per_a=9.74
C 4.5656 -0.3052 0.6169 0.18 -9.44 -0.72 0.0237
C 4.5780 -1.7099 0.3604 1.00 9.59 1.36 -0.0460
C 4.9236 -3.2821 -0.0941 -0.36 1.88 1.09 -0.3474
C 6.3154 -3.7159 0.6670 -0.08 -0.13 0.78 -0.1363
C 7.1767 -4.8902 -0.0851 0.59 -0.16 1.14 -0.1086
C 6.6257 -6.4326 0.2380 2.47 -3.80 -3.86 -0.2769
N 5.5938 -6.7738 1.2903 1.66 0.70 -0.91 0.0398
O 7.1820 -7.4248 -0.5111 -3.68 6.03 4.84 -0.0898
N 3.8163 -4.1290 0.4943 -0.64 0.82 -0.37 -0.0634
C 2.5338 -4.0641 -0.3044 -0.86 -1.24 -1.03 -0.2425
C 1.2151 -4.4377 0.5956 -0.22 -0.42 -0.67 -0.2203
C 0.3086 -3.1568 1.0691 -1.65 -1.62 1.16 -0.5418
Cl 1.2318 -1.5595 1.2455 -0.77 -1.30 -0.21 0.5102
C 5.0049 -3.2835 -1.7323 0.26 1.52 -7.47 -0.4017
O 5.0133 -4.4008 -2.4802 -0.08 4.19 4.91 -0.1435
O 5.0704 -1.9953 -2.4996 -0.33 -6.06 5.17 -0.2794
H 4.5109 0.7406 1.1657 -0.02 -2.94 -1.49 0.0241
H 6.9605 -2.7543 0.9539 -1.34 -2.17 -1.09 0.1270
H 5.9817 -4.1724 1.7185 0.62 1.08 -2.23 0.1060
H 7.3375 -4.7304 -1.2364 -0.76 -0.53 2.29 0.1263
H 8.2685 -4.8606 0.3970 -2.28 -0.17 -0.94 0.1201
H 4.6230 -6.6021 0.9473 1.27 0.25 0.33 0.0757
H 5.7811 -6.2902 2.2076 -0.48 -0.32 -1.71 0.0754
H 3.6213 -3.8698 1.5080 0.54 -0.03 -1.85 0.1230
H 2.3563 -3.0635 -0.8843 0.41 -1.62 1.27 0.1201
H 2.6231 -4.9113 -1.1408 -0.14 1.95 1.75 0.1302
H 1.4896 -5.1534 1.5107 -0.41 1.83 -1.85 0.1177
H 0.5088 -5.1045 -0.0984 1.44 1.55 1.50 0.1164
H -0.6598 -2.9961 0.3985 2.61 -0.07 1.16 0.0706
H -0.1134 -3.4188 2.1546 1.04 0.75 -2.25 0.0783
C 1.6485 -2.2903 7.0121 0.13 -0.12 0.04 -0.0281
C 1.8898 -2.3072 5.5285 0.43 -0.45 -0.72 -0.5473
O 2.5934 -3.1605 4.9916 -0.33 0.32 0.35 0.0143
N 1.3026 -1.3387 4.7693 0.27 -0.46 0.43 0.0033
C 0.4497 -0.2576 5.2009 0.13 -0.08 -0.47 -0.0852
H 2.1830 -3.1240 7.4776 -0.12 0.21 -0.22 0.0894
H 2.0228 -1.3579 7.4423 -0.25 -0.11 0.08 0.0749
H 0.5817 -2.4059 7.2197 0.11 0.18 0.14 0.0768
H 1.5140 -1.4196 3.7816 -0.07 0.06 -0.03 0.0584
H -0.5088 -0.3557 4.6850 -0.11 0.25 0.16 0.0801
H 0.9203 0.6837 4.9057 -0.24 0.15 0.17 0.0827
H 0.2855 -0.2607 6.2792 0.11 -0.08 -0.14 0.0593
C 0.1058 -0.3385 -3.2919 0.19 -0.17 -0.15 -0.0036
C -0.6997 -0.6708 -2.0670 -0.15 -0.63 0.60 -0.5378
O -0.6944 -1.7943 -1.5676 -0.12 0.45 -0.35 -0.0093
N -1.4541 0.3160 -1.5048 0.26 -0.59 -0.19 0.0013
C -1.5968 1.6870 -1.9323 -0.24 -0.06 0.35 -0.0933
H 0.6523 -1.2276 -3.6208 -0.15 0.18 0.24 0.0929
H -0.5566 -0.0221 -4.1017 0.11 0.16 0.03 0.0803
H 0.8307 0.4465 -3.0623 -0.09 0.00 -0.15 0.0920
H -1.9660 0.0123 -0.6847 0.20 0.08 -0.20 0.1388
H -1.2784 2.3330 -1.1103 -0.04 0.26 -0.28 0.0870
H -2.6543 1.8683 -2.1412 0.16 0.32 -0.13 0.0727
H -1.0061 1.9103 -2.8216 -0.14 -0.09 0.23 0.0705
C 1.1131 0.8310 10.9507 0.24 0.05 0.16 -0.0136
C 0.4786 -0.1713 10.0274 0.21 -1.07 -0.39 -0.5400
O 0.9950 -1.2625 9.7948 -0.29 0.73 0.32 0.0190
N -0.7065 0.1559 9.4379 0.49 -0.19 0.19 0.0002
C -1.4696 1.3728 9.5774 -0.26 -0.24 -0.31 -0.0830
H 2.0510 0.4241 11.3409 -0.28 -0.02 -0.20 0.0875
H 1.3369 1.7524 10.4071 -0.11 0.04 0.17 0.0855
H 0.4492 1.0365 11.7942 0.05 0.18 -0.09 0.0838
H -1.0675 -0.5712 8.8315 0.08 0.17 0.16 0.1401
H -2.4585 1.1103 9.9618 -0.03 0.33 0.03 0.0827
H -1.5780 1.8202 8.5861 -0.12 0.26 0.18 0.0829
H -0.9949 2.0881 10.2503 -0.02 -0.21 -0.12 0.0759
C -4.2424 3.9707 -4.5118 -0.24 -0.12 0.18 -0.0102
C -2.7883 4.3497 -4.4703 0.94 0.19 0.36 -0.5399
O -2.1358 4.3201 -3.4287 -0.42 0.01 -0.36 0.0099
N -2.1898 4.7360 -5.6329 -0.16 -0.16 0.69 0.0006
C -2.7732 4.8376 -6.9490 0.30 0.03 0.01 -0.0867
H -4.5735 3.6866 -3.5083 0.24 0.10 -0.20 0.0821
H -4.8422 4.8215 -4.8447 -0.03 -0.18 -0.15 0.0825
H -4.3882 3.1163 -5.1777 -0.13 0.18 -0.07 0.0889
H -1.2115 4.9747 -5.5208 -0.24 -0.09 0.02 0.1421
H -2.2141 4.1796 -7.6190 -0.25 0.07 -0.21 0.0884
H -2.6644 5.8707 -7.2888 -0.21 -0.09 -0.24 0.0836
H -3.8277 4.5592 -6.9606 0.34 0.08 0.02 0.0393
C -7.7733 4.5842 -7.8783 -0.06 -0.23 0.17 -0.0097
C -6.5637 5.2144 -8.5102 0.89 -0.01 -0.18 -0.5291
O -5.4406 4.7269 -8.3985 -0.69 0.18 -0.07 0.0128
N -6.7350 6.3620 -9.2262 0.19 -0.58 0.35 0.0007
C -7.9575 7.0876 -9.4748 0.29 0.26 -0.22 -0.0824
H -7.4742 3.6780 -7.3428 0.06 0.27 -0.19 0.0876
H -8.2245 5.2750 -7.1614 -0.14 -0.07 -0.14 0.0862
H -8.4970 4.3064 -8.6487 -0.08 0.11 0.15 0.0862
H -5.8734 6.7227 -9.6189 -0.22 -0.09 0.09 0.1447
H -8.1067 7.1395 -10.5562 -0.30 0.11 0.10 0.0838
H -7.8364 8.1001 -9.0811 -0.32 0.01 -0.06 0.0838
H -8.8242 6.6167 -9.0093 0.24 0.02 -0.06 0.0766



Entry 2:
90
Properties=species:S:1:pos:R:3:forces:R:3:lowdin_charge:R:1 method="wB97M-V/def2-TZVPD" energy_ha=-2316.7170 relative_energy_ev=0.079 total_charge=-2 e_homo_ev=0.613 homo_lumo_gap_ha=0.11243 largest_force_ev_per_a=4.61
Li 2.3391 -0.5419 -3.6979 0.36 -1.07 0.88 0.6226
Li 4.0225 -1.1006 -1.0253 -0.76 -0.74 -0.94 0.6440
P 4.0782 -2.1667 -3.2714 -1.24 -4.37 -0.76 -0.1771
O 4.1079 -0.6268 -2.9693 0.71 1.18 0.01 -0.6077
O 5.1073 -2.9044 -4.1218 0.95 1.60 -0.06 -0.4876
O 2.6856 -2.4294 -3.9583 -0.73 1.82 -0.65 -0.5374
O 3.9845 -2.8758 -1.8927 0.62 1.28 1.55 -0.5367
O 0.2691 0.3625 -0.1201 -0.35 0.40 0.26 0.0424
C 1.4188 -0.0520 -0.7322 1.67 -1.88 -1.47 -0.7935
O 2.3977 -0.3867 -0.0280 -0.39 1.00 0.72 -0.0677
O 1.3679 -0.1856 -1.9795 -0.94 1.09 0.06 -0.0881
H -0.3644 0.4216 -0.8606 0.08 -0.06 0.38 0.0658
C 1.3010 -1.7350 5.1494 0.17 -0.68 1.33 -0.1714
C 2.0664 -0.6878 4.3718 0.03 -0.06 -0.76 -0.1597
C 2.2322 -1.4156 3.0388 0.77 0.72 0.02 -0.2088
O 2.6650 -2.6913 3.4742 -0.45 -0.68 -0.22 -0.1265
C 1.9136 -3.0621 4.6370 0.06 0.75 -0.63 -0.1840
H 0.2204 -1.7144 5.0018 0.07 0.12 -0.32 0.0906
H 1.4545 -1.7229 6.2361 -0.03 0.38 -0.06 0.0985
H 3.1072 -0.5973 4.6917 -0.19 0.20 0.56 0.1164
H 1.6208 0.3018 4.2761 -0.10 -0.11 0.16 0.0806
H 3.0491 -0.9610 2.4796 -0.13 -0.21 -0.28 0.1173
H 1.3555 -1.4011 2.3841 -0.02 -0.35 0.13 0.1089
H 2.6401 -3.4993 5.3224 -0.15 -0.07 0.18 0.1076
H 1.1257 -3.7842 4.4065 0.10 -0.10 -0.12 0.1105
C -3.5706 2.7990 -1.3719 0.18 0.39 0.00 -0.1447
C -4.3915 1.4936 -1.3829 -0.53 0.67 0.23 -0.1527
C -3.4015 0.4265 -1.7783 -0.03 -0.66 -0.62 -0.2056
O -2.1480 0.9219 -1.3575 0.01 -0.27 0.17 -0.1661
C -2.1396 2.3093 -1.6221 0.67 0.52 -0.50 -0.1940
H -3.6511 3.3313 -0.4226 0.05 -0.28 0.14 0.0906
H -3.9033 3.5362 -2.1055 0.09 -0.24 -0.25 0.1024
H -5.2334 1.5646 -2.0726 -0.04 -0.13 0.09 0.1056
H -4.7682 1.3327 -0.3715 -0.10 -0.23 -0.10 0.1077
H -3.4101 0.2176 -2.8587 0.15 0.49 -0.10 0.1269
H -3.6065 -0.5638 -1.3663 0.27 0.19 0.54 0.1149
H -1.7782 2.5012 -2.6437 -0.49 -0.22 -0.19 0.1261
H -1.3490 2.7826 -1.0338 -0.31 -0.18 0.45 0.1074
C -2.2404 -1.2571 1.4198 -0.04 -0.08 -0.93 -0.1574
C -3.3479 -2.3025 1.5863 -0.28 0.25 -0.36 -0.1561
C -2.9476 -3.0672 2.8511 0.20 0.48 0.18 -0.1919
O -1.8336 -2.3757 3.4089 0.31 0.05 0.40 -0.1519
C -1.6496 -1.1024 2.7960 0.21 0.04 -0.16 -0.1917
H -2.5979 -0.3337 0.9619 -0.01 0.08 0.24 0.0948
H -1.5091 -1.6514 0.7113 0.23 0.06 0.21 0.1102
H -3.4000 -2.9096 0.6806 -0.01 -0.23 0.20 0.1011
H -4.3251 -1.8203 1.6840 0.03 -0.06 0.21 0.1004
H -2.6037 -4.0864 2.6615 -0.28 -0.02 0.01 0.1166
H -3.7452 -3.0413 3.6056 -0.08 -0.34 -0.20 0.1081
H -0.5762 -0.9112 2.7511 -0.08 0.03 0.04 0.0985
H -2.1080 -0.2782 3.3547 -0.20 -0.21 0.14 0.1135
C 2.7054 3.1785 -1.5628 -0.47 -0.85 0.28 -0.1588
C 2.0776 4.2723 -2.4127 -0.28 0.21 0.12 -0.1692
C 3.2734 4.7794 -3.1937 0.59 -0.43 -0.65 -0.2207
O 4.4117 4.6459 -2.3372 -0.50 0.53 0.28 -0.1519
C 4.1754 3.5357 -1.4418 0.17 0.08 -0.56 -0.1667
H 2.5833 2.2161 -2.0614 0.15 -0.03 -0.10 0.1067
H 2.2411 3.0186 -0.5872 -0.05 0.27 -0.01 0.1018
H 1.6285 5.0819 -1.8288 0.17 -0.01 0.15 0.1028
H 1.2762 3.8634 -3.0300 0.12 0.06 -0.19 0.1063
H 3.1833 5.7969 -3.5807 0.11 0.19 0.46 0.1075
H 3.4759 4.1735 -4.0874 -0.29 -0.24 0.05 0.1197
H 4.4382 3.8349 -0.4267 0.19 0.08 -0.07 0.1113
H 4.7949 2.7049 -1.7826 0.07 -0.05 0.27 0.1245
C -0.1178 3.2998 1.7220 -0.38 0.94 -0.50 -0.1752
C 0.6538 2.4133 2.6628 -0.46 -0.17 0.70 -0.1538
C -0.4065 2.2479 3.7765 0.49 -0.07 -0.12 -0.2084
O -1.6806 2.2503 3.1465 -0.17 -0.07 0.01 -0.1514
C -1.5460 2.7517 1.8099 0.83 -0.17 0.26 -0.1882
H 0.2143 3.3593 0.6833 0.22 -0.35 0.11 0.0933
H -0.1139 4.3354 2.0849 0.00 -0.05 0.10 0.1119
H 1.5335 2.8654 3.1193 0.20 0.02 -0.35 0.1140
H 0.9082 1.4754 2.1658 0.01 -0.08 0.15 0.1033
H -0.3691 3.0923 4.4773 0.13 0.07 -0.04 0.1120
H -0.2503 1.3414 4.3670 -0.32 -0.10 -0.15 0.0965
H -2.2662 3.5553 1.6477 -0.26 -0.26 -0.12 0.1113
H -1.6475 1.9073 1.1212 -0.31 0.19 -0.10 0.0972
C -2.1360 -3.7023 -2.8063 0.66 0.20 0.21 -0.1807
C -1.6750 -3.7840 -4.2668 -0.02 -0.07 0.04 -0.1699
C -0.1652 -4.1439 -4.1592 -1.02 0.30 -0.10 -0.1947
O 0.1913 -3.8287 -2.8383 0.41 -0.60 0.58 -0.1087
C -0.8516 -3.2153 -2.1330 0.12 0.60 -0.41 -0.2213
H -2.3655 -4.7026 -2.4316 -0.31 0.06 -0.01 0.1035
H -2.9523 -2.9940 -2.6497 -0.21 -0.24 0.03 0.0872
H -1.7755 -2.8209 -4.7719 -0.19 0.00 0.05 0.0992
H -2.2767 -4.5355 -4.7834 0.18 0.09 -0.31 0.0909
H 0.4496 -3.5690 -4.8507 0.20 -0.02 0.04 0.1044
H -0.0497 -5.2134 -4.3562 0.34 -0.05 0.16 0.1098
H -0.7837 -2.1187 -2.2310 0.07 0.02 -0.04 0.1140
H -0.7163 -3.4277 -1.0706 -0.19 -0.26 -0.01 0.1187



Entry 3:
99
Properties=species:S:1:pos:R:3:forces:R:3:mulliken_spin:R:1 method="wB97M-V/def2-TZVPD" energy_ha=-2989.6269 relative_energy_ev=0.000 spin_multiplicity=2 e_homo_ev="-8.998 / -8.970" homo_lumo_gap_ha="0.33663 / 0.25841" largest_force_ev_per_a=6.95
Li -23.9058 -12.2470 12.4412 -0.05 0.05 0.49 0.0110
Li -21.2898 -14.4319 12.4251 0.21 0.19 0.29 0.0080
Li -23.9552 -14.8835 12.8484 -0.56 -0.06 -0.13 0.0210
Li -22.5450 -10.8296 9.4502 0.27 0.25 -0.52 -0.0002
Li -21.0331 -11.6436 12.4149 0.42 0.08 0.60 0.0037
Li -20.3258 -12.7844 9.0960 -0.38 0.94 0.06 -0.0001
P -22.2356 -12.9585 10.6564 0.05 2.02 1.16 -0.0009
O -23.1072 -13.8332 11.5153 -1.09 -2.50 -0.36 -0.0378
O -22.3379 -12.7492 9.1899 -0.48 -1.44 -2.49 -0.0006
O -20.7644 -13.1974 10.9967 1.22 -1.16 -0.13 -0.0020
O -22.6177 -11.5732 11.2322 0.07 2.09 0.73 -0.0011
P -22.4256 -13.6801 14.5431 2.07 -0.95 -3.63 -0.0683
O -23.7736 -13.0974 14.1586 -0.21 0.59 0.95 0.0053
O -21.2384 -12.9854 13.7861 -1.33 -0.03 1.06 0.0952
O -22.4257 -15.1355 13.8964 0.12 0.45 1.15 0.2793
O -21.9737 -13.9688 15.9851 -0.58 0.02 0.66 0.6855
O -19.4481 -8.9059 8.0334 1.01 1.97 0.09 0.0000
C -20.3878 -9.6301 8.5360 -1.72 -6.71 -0.53 -0.0001
O -21.4652 -9.1573 8.8931 -1.44 2.23 1.14 0.0000
O -20.2567 -10.8890 8.4900 1.18 -0.73 0.40 0.0000
H -19.9698 -8.1464 8.3026 0.94 2.46 -0.68 0.0000
C -25.6367 -9.6100 6.7579 -0.09 2.45 -1.07 0.0000
C -25.7948 -11.0531 6.5921 -1.91 -2.59 -0.54 0.0000
C -24.7275 -11.7324 7.3803 1.65 0.39 0.73 0.0000
O -24.1273 -10.6612 8.1669 0.14 -0.67 0.55 -0.0003
C -24.3815 -9.4096 7.5789 -0.07 0.54 -0.12 0.0000
H -26.4862 -9.0598 7.1626 -0.11 -0.40 0.42 0.0000
H -25.5333 -9.1515 5.7744 0.22 0.13 -0.07 0.0000
H -25.8075 -11.3684 5.5488 0.41 0.09 -0.08 0.0000
H -26.7386 -11.4714 6.9419 -0.37 0.47 0.21 0.0000
H -23.9741 -12.1886 6.7382 0.24 0.05 0.09 0.0000
H -25.0263 -12.4873 8.1076 -0.23 0.03 -0.16 0.0001
H -23.5053 -9.0736 7.0245 -0.01 -0.10 -0.29 0.0000
H -24.5714 -8.6374 8.3244 0.24 -0.23 0.44 0.0000
C -23.5746 -9.3821 14.6039 0.81 -0.05 0.78 0.0011
C -23.4637 -8.5659 13.2962 0.97 -0.25 0.56 -0.0001
C -21.9609 -8.7349 12.9524 -1.05 -0.99 -0.59 0.0001
O -21.5039 -9.8451 13.7497 1.51 0.39 -2.28 0.0009
C -22.1140 -9.7822 14.9660 -1.31 -0.02 1.20 0.0010
H -24.0311 -10.3580 14.4388 -0.55 0.26 -0.01 -0.0006
H -23.9891 -8.8710 15.4729 -0.53 0.02 -0.27 0.0000
H -23.6392 -7.4957 13.4058 -0.50 -0.13 0.06 0.0000
H -24.0534 -9.0057 12.4918 -0.13 0.20 0.13 -0.0001
H -21.4506 -7.7808 13.0842 0.55 -0.25 0.37 0.0001
H -21.9020 -9.0702 11.9170 0.47 0.21 -0.04 -0.0001
H -21.5553 -9.1394 15.6463 -0.23 0.68 0.08 0.0003
H -22.1216 -10.7492 15.4689 0.16 -0.24 -0.33 -0.0028
C -17.4209 -10.1339 10.9348 0.13 0.62 -0.30 0.0000
C -16.7607 -11.1008 11.8845 2.10 -0.70 -1.55 0.0000
C -17.8580 -11.9346 12.4714 0.62 -0.06 0.45 0.0000
O -19.0120 -11.2164 12.2118 -1.79 1.23 0.02 0.0006
C -18.6806 -9.9157 11.7171 -0.96 0.18 -0.12 -0.0002
H -17.6300 -10.4911 9.9264 -0.12 -0.47 0.15 0.0000
H -16.7909 -9.2574 10.7838 -0.22 0.23 0.22 0.0000
H -16.1436 -10.5482 12.5929 -0.32 -0.08 0.34 0.0000
H -16.0622 -11.7301 11.3331 0.22 -0.10 0.06 0.0000
H -17.6368 -11.9799 13.5377 -0.52 -0.69 0.22 0.0000
H -18.0198 -12.8941 11.9801 0.46 -0.26 0.38 0.0000
H -18.5304 -9.2284 12.5496 0.04 0.14 0.17 0.0001
H -19.5503 -9.5943 11.1440 0.07 0.16 -0.07 0.0000
C -24.7137 -18.7814 9.5780 1.36 1.14 -0.11 0.0000
C -24.6493 -17.4166 8.8762 -1.18 0.54 0.09 -0.0001
C -23.9116 -16.4989 9.8845 -0.02 -2.86 -0.52 -0.0007
O -24.4506 -17.0076 11.1192 0.06 1.95 0.71 -0.0010
C -24.8007 -18.3700 11.0503 0.21 -0.42 -0.73 -0.0001
H -23.7027 -19.0604 9.2812 0.05 -1.34 0.73 0.0000
H -25.4524 -19.5342 9.3027 0.06 0.35 -0.34 0.0000
H -25.6703 -17.0376 8.8304 -0.07 0.33 -0.72 0.0000
H -24.1536 -17.5297 7.9120 -0.32 0.42 -0.11 0.0000
H -23.9822 -15.4260 9.7058 -0.42 -0.17 0.54 0.0002
H -22.8634 -16.7982 9.8889 0.44 0.36 -0.19 0.0000
H -25.8246 -18.4614 11.4127 0.05 -0.18 0.24 0.0000
H -24.1008 -18.9776 11.6240 -0.17 0.06 0.42 0.0000
C -27.8220 -13.7476 11.5732 -2.60 -1.54 -1.03 -0.0001
C -28.1265 -13.9313 13.0526 0.19 1.20 -0.32 0.0000
C -26.7367 -13.8984 13.6535 -1.03 -1.89 -0.55 -0.0004
O -25.9951 -14.6893 12.6430 0.55 0.36 -0.31 0.0024
C -26.6192 -14.5946 11.2523 1.58 2.22 2.47 0.0000
H -27.9486 -12.7104 11.2627 1.00 -0.07 -0.17 0.0001
H -28.5860 -14.3062 11.0325 -0.74 0.51 -0.20 -0.0001
H -28.6744 -14.8652 13.1782 0.26 0.01 0.45 0.0000
H -28.7051 -13.0840 13.4206 -0.34 -0.17 0.07 0.0000
H -26.7922 -14.4555 14.5888 0.69 -0.29 -0.08 0.0001
H -26.3886 -12.9007 13.9208 0.51 -0.09 -0.79 0.0001
H -26.7402 -15.5798 10.8018 -0.25 0.01 0.57 -0.0001
H -25.9632 -13.9938 10.6224 0.51 -0.35 -0.02 0.0001
C -27.5765 -9.8007 11.7798 0.31 -0.96 -0.11 0.0000
C -26.6956 -9.8947 10.5123 -0.78 0.91 0.38 0.0000
C -25.6209 -10.9023 10.8376 0.66 1.11 0.05 0.0001
O -25.6349 -11.0754 12.2682 -0.40 -0.87 0.18 0.0012
C -26.6004 -10.1964 12.9116 0.57 0.81 -1.58 0.0000
H -28.3547 -10.5574 11.6797 -0.28 0.13 0.27 0.0000
H -28.0190 -8.8133 11.9116 0.00 -0.14 0.07 0.0000
H -26.2202 -8.9207 10.3964 0.08 0.06 -0.19 0.0000
H -27.2702 -10.0676 9.6023 0.01 -0.25 0.08 0.0000
H -24.6962 -10.3966 10.5594 0.22 -0.47 0.23 0.0000
H -25.6134 -11.8490 10.2974 -0.41 -0.16 0.29 0.0003
H -26.0123 -9.3170 13.1740 -0.26 0.16 0.46 0.0000
H -27.0565 -10.6233 13.8049 0.19 -0.35 -0.23 0.0000



no.,molar mass (g/mol)
1,611.2
2,602.5
3,725.2